Here is an isolated molecule of C6H3Cl2IN2 at a distorted geometry from OMol25. Energies are from ωB97M-V with the def2-TZVPD basis set.

The geometry in XYZ format:
```
14
Properties=species:S:1:pos:R:3:forces:R:3
N -1.301 3.270 1.334 0.2110 -0.5540 0.1240
C -0.846 2.286 0.941 -0.9875 1.5601 0.6839
C -0.351 1.157 0.274 0.2533 -2.9400 -0.5743
N 0.510 1.382 -0.646 -0.3450 -0.6917 -0.5737
C 1.020 0.282 -1.394 1.4622 0.0606 -0.4599
C 0.985 -0.938 -0.822 -0.1977 0.1190 -2.7848
C 0.197 -1.243 0.363 1.3472 0.1174 1.2379
Cl 0.096 -3.001 0.530 -0.6710 0.3622 0.2336
Cl 1.436 -0.606 1.668 -0.5251 -0.6322 0.4235
C -1.017 -0.384 0.625 2.6365 2.9231 -2.5659
I -2.554 -0.405 -0.817 -0.4328 -0.5726 0.0673
H 1.684 0.483 -2.376 -1.9007 -0.2501 2.5881
H 1.435 -1.807 -1.305 0.1022 0.4337 0.1124
H -1.294 -0.476 1.625 -0.9526 0.0646 1.4878
```
Forces are in eV/Å.

- E: -42393.6594 eV
- HOMO level: -9.90 eV
- Energy above the lowest of the compared OMol25 structures with the same formula, charge and spin: 0.000 eV
- SMILES string: N#CC1=NC=CC(Cl)(Cl)[C@@H]1I
- Strongest force on any atom: 4.7 eV/A

---

Here is a 2-piece molecular cluster, C6H3I overall at a distorted geometry from OMol25. Energies are from ωB97M-V with the def2-TZVPD basis set.

The geometry in XYZ format:
```
10
Properties=species:S:1:pos:R:3:forces:R:3
C -0.839 -1.267 0.254 -0.0844 -0.4272 -0.5253
C -1.887 -1.505 -0.613 -0.0935 -0.5057 0.0154
C 0.298 -0.815 0.942 -1.3889 0.4904 -1.4416
C 0.691 0.310 0.320 0.6176 2.0457 -2.2334
C -0.301 0.719 -0.900 2.9222 -3.5953 -2.2749
C -1.192 -0.427 -0.971 -0.4535 0.2293 2.1295
I 2.998 1.643 1.648 -0.1991 -0.0988 -0.1335
H 0.839 -1.085 1.784 0.2551 -1.3123 1.5244
H -0.631 1.570 -0.460 -1.9418 2.7950 0.7795
H 0.023 0.857 -2.005 0.3664 0.3789 2.1598
```
Forces are in eV/Å.

- E: -14361.6729 eV
- HOMO level (spin up / spin down): -7.81 / -8.76 eV
- Energy above the lowest of the compared OMol25 structures with the same formula, charge and spin: 0.000 eV
- Multiplicity: 3
- <S²>: 2.01
- Strongest force on any atom: 5.2 eV/A

---

Here is an isolated molecule of C6H3N at a distorted geometry from OMol25. Energies are from ωB97M-V with the def2-TZVPD basis set.

The geometry in XYZ format:
```
10
Properties=species:S:1:pos:R:3:forces:R:3
C -2.501 1.514 -2.311 1.0425 -0.4412 1.3817
C -2.933 2.872 -2.204 1.8665 -0.4595 2.2147
C -1.681 0.744 -1.690 -1.5879 -1.2064 -1.9664
C -1.973 2.505 -1.155 -2.6155 1.4779 -3.6440
C -0.875 0.848 -0.603 -0.6465 0.7241 -0.9132
C 0.060 -0.037 0.043 1.5799 3.0963 0.0200
N -1.042 2.165 -0.318 0.5308 0.4340 1.9964
H -0.203 -1.012 0.092 -0.9879 -2.9880 0.2392
H 0.235 0.434 0.994 0.2777 -0.3460 0.6748
H 0.972 0.073 -0.531 0.5404 -0.2913 -0.0032
```
Forces are in eV/Å.

- E: -7752.2775 eV
- HOMO level (spin up / spin down): -9.31 / -9.31 eV
- Energy above the lowest of the compared OMol25 structures with the same formula, charge and spin: 3.448 eV
- Strongest force on any atom: 4.7 eV/A

---

Here is C6H3N as an isolated structure at a distorted geometry from OMol25. Energies are from ωB97M-V with the def2-TZVPD basis set.

The geometry in XYZ format:
```
10
Properties=species:S:1:pos:R:3:forces:R:3
C 2.372 -0.655 0.156 0.1359 -1.3144 -0.2880
C 2.390 0.643 0.802 0.1882 0.7470 0.9404
C 1.112 -0.271 -0.335 1.4705 1.8226 0.2663
C -1.225 -0.501 -0.023 0.7351 -0.3118 -0.1784
C -2.443 -0.406 0.393 -0.5765 0.2060 0.1714
C 1.806 0.977 -0.433 -0.8018 -0.8708 -0.4133
N -0.116 -0.714 -0.474 -1.2667 -0.4970 -0.2925
H -3.095 0.367 0.024 0.0046 0.1635 -0.1186
H -2.834 -1.077 1.136 0.0705 -0.1951 0.1487
H 2.032 1.636 -1.246 0.0402 0.2500 -0.2358
```
Forces are in eV/Å.

- E: -7752.4101 eV
- HOMO level: -8.66 eV
- Energy above the lowest of the compared OMol25 structures with the same formula, charge and spin: 3.316 eV
- Strongest force on any atom: 2.4 eV/A

---

Here is a 2-piece molecular cluster, C6H3N2O5 overall at a distorted geometry from OMol25. Energies are from ωB97M-V with the def2-TZVPD basis set.

The geometry in XYZ format:
```
16
Properties=species:S:1:pos:R:3:forces:R:3
C 0.769 2.475 -0.267 -0.9589 0.3534 -0.4611
C 1.091 -1.126 -0.049 -1.4758 0.9151 0.6797
C -0.911 0.279 0.042 5.0796 -0.3058 0.4991
C -3.479 -0.722 -0.186 -2.0893 -0.2309 1.9109
C 1.835 0.180 -0.023 1.3243 0.1050 1.2946
C 0.998 1.344 0.502 -1.6853 -3.0235 -0.8183
N 0.312 3.409 -0.785 0.5076 0.4231 -0.1773
N -0.314 -0.995 -0.034 0.4169 0.9017 -0.3093
O -4.302 -0.169 0.469 0.8297 -0.2471 -1.0846
O 1.601 -2.208 -0.056 0.1799 -0.5570 -0.3677
O -2.056 0.584 -0.114 -0.0955 0.7855 -0.0115
O -3.006 -1.646 -0.725 0.4018 -0.2805 -0.7966
O 2.972 -0.096 0.867 -0.6952 1.3460 1.6166
H 2.421 0.146 -0.945 -0.6652 0.8896 -0.7499
H -0.657 -1.860 -0.399 -1.4213 -0.2955 0.0326
H 2.725 0.404 1.700 0.3468 -0.7791 -1.2572
```
Forces are in eV/Å.

- E: -19487.2210 eV
- HOMO level (spin up / spin down): -4.54 / -4.54 eV
- Energy above the lowest of the compared OMol25 structures with the same formula, charge and spin: 1.626 eV
- Total charge: -1
- Strongest force on any atom: 5.1 eV/A

---

Here is an isolated molecule of C6H3N5 at a distorted geometry from OMol25. Energies are from ωB97M-V with the def2-TZVPD basis set.

The geometry in XYZ format:
```
14
Properties=species:S:1:pos:R:3:forces:R:3
C -4.819 -0.402 -0.005 -1.5202 -1.1559 -0.0538
C -1.883 1.687 0.002 -0.7392 1.4644 0.0854
C -3.836 0.493 0.046 3.4556 -0.1070 -0.0026
C -1.619 -0.665 -0.035 -3.7624 1.8131 0.0201
C 0.443 -1.580 0.046 -0.6569 0.0994 -0.1689
C 0.987 -0.308 -0.076 -0.1649 0.1346 0.0699
N -5.632 -1.231 -0.053 0.1533 0.3043 0.0272
N -3.189 1.540 0.055 0.0213 -0.3908 -0.1071
N -0.887 -1.726 -0.005 1.5000 -1.0693 0.2261
N 0.236 0.772 -0.143 0.0299 0.6960 0.1022
N -1.082 0.590 -0.045 1.3167 -1.6844 -0.1487
H -1.429 2.658 0.001 0.1514 0.0420 -0.0114
H 1.040 -2.470 0.149 0.1771 -0.0997 -0.0418
H 2.050 -0.118 -0.134 0.0382 -0.0466 0.0032
```
Forces are in eV/Å.

- E: -13714.5079 eV
- HOMO level (spin up / spin down): -7.97 / -7.97 eV
- Energy above the lowest of the compared OMol25 structures with the same formula, charge and spin: 5.855 eV
- Strongest force on any atom: 4.2 eV/A

---

Here is an isolated molecule of C6H3NO at a distorted geometry from OMol25. Energies are from ωB97M-V with the def2-TZVPD basis set.

The geometry in XYZ format:
```
11
Properties=species:S:1:pos:R:3:forces:R:3
N 4.176 2.984 -1.740 -3.1998 -4.4394 2.0095
C 3.456 2.096 -1.343 1.2191 2.7356 -1.3430
C 2.443 1.181 -0.888 -7.7979 -1.7285 -0.6844
C 1.136 0.717 -0.866 10.6490 4.2273 -0.3350
C -0.056 0.314 -0.434 -5.0999 -3.6742 4.4715
C -0.954 -0.243 0.318 5.0155 2.5723 -4.4063
C -2.092 -0.965 0.873 -0.0909 -0.4944 -3.9721
O -1.941 -2.414 0.856 -0.4116 1.9887 -0.2055
H -2.205 -0.601 1.823 -1.1409 0.7606 2.4992
H -2.859 -0.586 0.094 0.3136 -1.1143 1.7139
H -1.104 -2.482 1.307 0.5440 -0.8336 0.2522
```
Forces are in eV/Å.

- E: -9801.2731 eV
- HOMO level: -9.53 eV
- Energy above the lowest of the compared OMol25 structures with the same formula, charge and spin: 4.934 eV
- SMILES string: N#CC#CC#CCO
- Strongest force on any atom: 11.5 eV/A

---

Here is an isolated molecule of C6H3NO2S at a distorted geometry from OMol25. Energies are from ωB97M-V with the def2-TZVPD basis set.

The geometry in XYZ format:
```
13
Properties=species:S:1:pos:R:3:forces:R:3
O 3.787 0.573 0.316 1.0732 1.5288 0.4938
C 2.682 0.364 0.155 2.7704 -4.5505 -0.1739
C 1.703 -0.549 -0.083 -3.1266 0.9043 -0.3672
C 1.530 -2.019 -0.094 4.5154 -2.1479 -0.7571
S 2.900 -3.173 0.049 -3.3380 2.9628 -0.0505
C 0.544 0.331 -0.219 -1.5404 -3.3095 0.8970
C 0.629 1.651 -0.039 -5.1746 -0.8645 -1.0420
C 1.682 2.460 -0.141 4.4355 3.9569 1.3455
N 2.307 3.463 0.112 -0.6814 -2.6983 -1.8919
O 3.119 4.325 -0.073 -0.1460 0.3816 0.6488
H 0.607 -2.565 -0.477 0.7997 1.6255 0.8378
H -0.399 -0.342 -0.240 1.0695 2.1239 -0.1556
H -0.292 2.197 -0.128 -0.6567 0.0869 0.2153
```
Forces are in eV/Å.

- E: -22683.3805 eV
- HOMO level (spin up / spin down): -8.46 / -8.46 eV
- Energy above the lowest of the compared OMol25 structures with the same formula, charge and spin: 4.800 eV
- SMILES string: O=C=C(C=S)/C=C\C#[N+][O-]
- Strongest force on any atom: 6.1 eV/A

---

Copy entry 5 word for word.
Here is a 2-piece molecular cluster, C6H3N2O5 overall at a distorted geometry from OMol25. Energies are from ωB97M-V with the def2-TZVPD basis set.

The geometry in XYZ format:
```
16
Properties=species:S:1:pos:R:3:forces:R:3
C 0.769 2.475 -0.267 -0.9589 0.3534 -0.4611
C 1.091 -1.126 -0.049 -1.4758 0.9151 0.6797
C -0.911 0.279 0.042 5.0796 -0.3058 0.4991
C -3.479 -0.722 -0.186 -2.0893 -0.2309 1.9109
C 1.835 0.180 -0.023 1.3243 0.1050 1.2946
C 0.998 1.344 0.502 -1.6853 -3.0235 -0.8183
N 0.312 3.409 -0.785 0.5076 0.4231 -0.1773
N -0.314 -0.995 -0.034 0.4169 0.9017 -0.3093
O -4.302 -0.169 0.469 0.8297 -0.2471 -1.0846
O 1.601 -2.208 -0.056 0.1799 -0.5570 -0.3677
O -2.056 0.584 -0.114 -0.0955 0.7855 -0.0115
O -3.006 -1.646 -0.725 0.4018 -0.2805 -0.7966
O 2.972 -0.096 0.867 -0.6952 1.3460 1.6166
H 2.421 0.146 -0.945 -0.6652 0.8896 -0.7499
H -0.657 -1.860 -0.399 -1.4213 -0.2955 0.0326
H 2.725 0.404 1.700 0.3468 -0.7791 -1.2572
```
Forces are in eV/Å.

- E: -19487.2210 eV
- HOMO level (spin up / spin down): -4.54 / -4.54 eV
- Energy above the lowest of the compared OMol25 structures with the same formula, charge and spin: 1.626 eV
- Total charge: -1
- Strongest force on any atom: 5.1 eV/A

---

> What is the energy above the lowest of the compared OMol25 structures with the same formula, charge and spin in the eighth record?

4.800 eV

---

Repeat the sixth record exactly.
Here is an isolated molecule of C6H3N5 at a distorted geometry from OMol25. Energies are from ωB97M-V with the def2-TZVPD basis set.

The geometry in XYZ format:
```
14
Properties=species:S:1:pos:R:3:forces:R:3
C -4.819 -0.402 -0.005 -1.5202 -1.1559 -0.0538
C -1.883 1.687 0.002 -0.7392 1.4644 0.0854
C -3.836 0.493 0.046 3.4556 -0.1070 -0.0026
C -1.619 -0.665 -0.035 -3.7624 1.8131 0.0201
C 0.443 -1.580 0.046 -0.6569 0.0994 -0.1689
C 0.987 -0.308 -0.076 -0.1649 0.1346 0.0699
N -5.632 -1.231 -0.053 0.1533 0.3043 0.0272
N -3.189 1.540 0.055 0.0213 -0.3908 -0.1071
N -0.887 -1.726 -0.005 1.5000 -1.0693 0.2261
N 0.236 0.772 -0.143 0.0299 0.6960 0.1022
N -1.082 0.590 -0.045 1.3167 -1.6844 -0.1487
H -1.429 2.658 0.001 0.1514 0.0420 -0.0114
H 1.040 -2.470 0.149 0.1771 -0.0997 -0.0418
H 2.050 -0.118 -0.134 0.0382 -0.0466 0.0032
```
Forces are in eV/Å.

- E: -13714.5079 eV
- HOMO level (spin up / spin down): -7.97 / -7.97 eV
- Energy above the lowest of the compared OMol25 structures with the same formula, charge and spin: 5.855 eV
- Strongest force on any atom: 4.2 eV/A